Entry 1:
ORCA calculation (ωB97M-V with the def2-TZVPD basis set) on an isolated molecule of C5H6O2.

Properties
energy relative to the best compared isomer or geometry (same formula, charge and spin) = 228.8 kJ/mol
SMILES = O=CC=C=CCO
HOMO-LUMO gap = 9.968 eV
electronic energy = -344.51477 hartree
highest occupied orbital energy = -9.83 eV

```
! wB97M-V def2-TZVPD RIJCOSX def2/J DEFGRID3
* xyz 0 1
O 2.2153 0.8032 -0.7829
C 2.1026 -0.2158 0.1770
C 0.6925 -0.5410 0.6243
C -0.4410 0.1012 0.5917
C -1.7167 0.4152 0.6301
C -2.5876 -0.0219 -0.4830
O -3.7762 0.1938 -0.5359
H 1.9066 1.6310 -0.3961
H 2.7227 -0.0079 1.0660
H 2.5325 -1.1104 -0.2867
H -2.1715 0.9007 1.4900
H 0.5046 -1.5083 1.0870
H -2.0599 -0.6015 -1.2697
*
```



Entry 2:
ORCA calculation (ωB97M-V with the def2-TZVPD basis set) on an isolated molecule of C4H9NO.

Properties
energy relative to the best compared isomer or geometry (same formula, charge and spin) = 203.0 kJ/mol
SMILES = CN(C)/C=C/O
HOMO-LUMO gap = 9.155 eV
electronic energy = -287.75513 hartree
highest occupied orbital energy = -8.20 eV

```
! wB97M-V def2-TZVPD RIJCOSX def2/J DEFGRID3
* xyz 0 1
C -1.3672 -0.7470 0.3847
N -0.4164 0.3566 0.4045
C -0.9937 1.5617 -0.1661
C 0.8108 0.0018 -0.2204
C 1.8003 -0.6096 0.4305
O 2.9403 -1.0927 -0.1328
H -1.6627 -1.0400 -0.6401
H -2.2708 -0.4667 0.9371
H -0.9194 -1.6155 0.8739
H -1.9140 1.8191 0.3699
H -0.2960 2.3986 -0.0667
H -1.2479 1.4488 -1.2388
H 0.9018 0.1785 -1.3010
H 2.8753 -0.9858 -1.0922
H 1.7672 -0.8048 1.4984
*
```



Entry 3:
ORCA calculation (ωB97M-V with the def2-TZVPD basis set) on H4KO2 as an isolated structure.

Properties
energy relative to the best compared isomer or geometry (same formula, charge and spin) = 90.3 kJ/mol
HOMO-LUMO gap = 9.960 eV
electronic energy = -752.60521 hartree
highest occupied orbital energy = -14.42 eV

```
! wB97M-V def2-TZVPD RIJCOSX def2/J DEFGRID3
* xyz 1 1
K -4.9204 21.1671 -11.0062
O -0.0445 20.5428 -12.2478
H 0.5854 21.2579 -12.1581
H -0.4778 20.7082 -13.0851
O -8.8978 19.2743 -9.9342
H -8.9725 18.3271 -10.0505
H -9.8020 19.5884 -9.9374
*
```



Entry 4:
ORCA calculation (ωB97M-V with the def2-TZVPD basis set) on an isolated molecule of C8H10Cl2OSi in a non-equilibrium geometry.

Properties
energy relative to the best compared isomer or geometry (same formula, charge and spin) = 364.6 kJ/mol
HOMO-LUMO gap = 7.846 eV
electronic energy = -1595.75392 hartree
highest occupied orbital energy = -8.68 eV

```
! wB97M-V def2-TZVPD RIJCOSX def2/J DEFGRID3
* xyz 0 1
C -1.2958 -2.9063 0.0313
C -2.5697 -3.0504 -0.3159
C -0.4327 -1.7490 0.1370
C -0.7937 -0.4641 0.1037
C -3.5053 -2.0256 -0.3370
C -3.1998 -0.7683 -0.1690
C 0.4319 1.5911 -1.9127
C 1.1865 1.4498 1.4365
O 0.8091 -2.2121 0.5110
Si -0.1208 1.2750 0.1028
Cl -5.2670 -2.5939 -0.5202
Cl -4.0600 0.5881 0.0054
H -0.6884 -3.7987 0.0209
H -2.9516 -3.9958 -0.6329
H -0.2306 2.2838 -2.3518
H 1.4560 1.9936 -1.8468
H 0.3609 0.7537 -2.4900
H 1.7560 0.5383 1.7867
H 1.9867 2.1557 1.0237
H 0.8603 1.8863 2.4073
H 0.5389 -3.1440 0.8171
H -1.1805 2.3146 0.4058
*
```



Entry 5:
ORCA calculation (ωB97M-V with the def2-TZVPD basis set) on a 2-piece molecular cluster, C7H15N5 overall in a non-equilibrium geometry.

Properties
energy relative to the best compared isomer or geometry (same formula, charge and spin) = 383.8 kJ/mol
HOMO-LUMO gap (alpha / beta) = 6.684 / 6.684 eV
electronic energy = -549.30120 hartree
highest occupied orbital energy (alpha / beta) = -6.01 / -6.01 eV

```
! wB97M-V def2-TZVPD RIJCOSX def2/J DEFGRID3
* xyz 0 1
C -0.9972 -0.6963 2.7743
C 1.0422 0.8727 -2.3944
C -1.0512 1.1500 -0.8152
C 1.3268 1.2497 0.1663
C 0.4084 -2.8778 0.4879
C 0.3646 -0.9247 -0.8057
C 0.4410 0.6177 -0.9311
N -2.0906 0.0607 4.6279
N -1.3643 0.4141 3.5078
N -1.3235 -1.6613 3.6424
N -1.9966 -1.1458 4.7549
N 0.1495 -1.5725 0.2845
H 0.9977 -0.1136 -2.9235
H 2.1256 1.2074 -2.3509
H 0.3506 1.4571 -3.0117
H -0.9848 2.1785 -0.3049
H -1.6093 0.4534 -0.1331
H -1.4114 1.2386 -1.7517
H 1.3041 2.3637 0.0232
H 2.3554 0.8225 0.2189
H 0.8325 0.9692 1.1588
H -0.0245 -3.4106 1.2847
H -1.2428 1.3676 3.2582
H 0.7788 -3.3600 -0.3747
H 0.7213 -1.6097 -1.6238
H -1.0962 -2.6632 3.4809
H -0.3552 -1.1193 1.1208
*
```



Entry 6:
ORCA calculation (ωB97M-V with the def2-TZVPD basis set) on an isolated ion of composition C5H5N2S and charge +1 in a non-equilibrium geometry.

Properties
energy relative to the best compared isomer or geometry (same formula, charge and spin) = 0.0 kJ/mol
HOMO-LUMO gap = 9.058 eV
electronic energy = -700.90965 hartree
highest occupied orbital energy = -14.77 eV

```
! wB97M-V def2-TZVPD RIJCOSX def2/J DEFGRID3
* xyz 1 1
C 0.7914 1.9096 -0.9562
C 0.0447 -1.3652 0.3225
C 1.3171 -1.7946 -0.0903
C 0.8508 0.5926 -0.4921
C -1.4755 0.6413 0.4914
N 0.7781 2.9580 -1.4116
N -0.2058 -0.0905 0.1123
S 2.1452 -0.5288 -0.7462
H -0.8083 -1.8996 0.5316
H 1.6594 -2.8397 0.1339
H -1.2636 1.7650 0.5626
H -2.3811 0.3514 -0.0646
H -1.4525 0.3003 1.6067
*
```